Record 1
{
  "formula": "C32H24N15PrSe",
  "method": "ωB97M-V/def2-TZVPD",
  "elements": ["N", "H", "C", "H", "C", "H", "C", "N", "H", "H", "C", "N", "C", "C", "H", "C", "N", "H", "C", "C", "H", "N", "H", "H", "H", "N", "H", "C", "C", "H", "C", "C", "C", "C", "C", "N", "H", "N", "C", "H", "H", "Pr", "H", "C", "N", "C", "C", "N", "C", "H", "H", "C", "C", "C", "C", "C", "C", "C", "C", "C", "N", "Se", "N", "H", "H", "N", "C", "C", "H", "N", "H", "H", "N"],
  "coordinates": [[-0.433, -2.872, -0.304], [0.622, 2.612, 0.574], [-0.640, -2.529, 2.768], [1.038, -6.702, -1.285], [-2.374, 2.519, 5.009], [3.011, 2.292, -7.555], [-3.733, 0.039, -2.991], [-0.902, 1.597, 1.616], [-1.295, -2.754, -2.334], [-5.731, -1.956, 3.006], [2.734, 1.977, -5.383], [-0.173, -4.433, -1.869], [2.077, 0.150, -0.914], [3.791, -0.894, 2.717], [-1.361, -3.304, 2.510], [-1.779, 1.609, 2.752], [-2.340, 3.377, 5.985], [6.476, 1.686, -5.517], [2.654, -0.302, 0.358], [-1.703, 0.159, -3.933], [-4.209, -1.986, 1.129], [-3.016, -0.435, 1.905], [1.874, -5.998, 0.179], [-3.871, -0.092, -0.841], [-5.445, -0.160, 4.834], [1.764, -0.408, 1.431], [-4.795, -0.042, -3.111], [-1.114, 0.245, -2.640], [-3.567, 1.688, 4.901], [1.686, 2.202, -5.450], [1.027, 0.910, -3.345], [-4.097, -1.235, 1.915], [0.002, 3.700, 2.377], [-0.088, 2.631, 1.423], [3.481, 2.215, -6.578], [-1.914, 0.024, -1.536], [-0.375, 4.247, 4.481], [-2.985, 0.055, -4.091], [2.440, 1.080, -3.110], [3.921, 1.217, -1.519], [5.273, 1.000, -3.436], [-0.782, -0.846, 0.813], [0.555, 4.595, 2.092], [2.377, -0.746, 2.602], [4.790, 2.235, -6.564], [-5.016, -1.159, 2.977], [2.887, 0.841, -1.828], [0.755, -0.011, -1.113], [4.729, 1.300, -4.332], [0.592, 1.072, -4.279], [4.312, -1.031, 3.654], [0.290, 0.402, -2.342], [-3.275, 0.013, -1.707], [-3.751, 0.663, 3.895], [-4.798, -0.231, 3.980], [-1.464, 2.501, 3.823], [4.008, -0.356, 0.524], [-0.740, -3.313, -1.563], [-0.637, 3.620, 3.612], [-2.859, 0.591, 2.809], [4.598, -0.654, 1.696], [-3.587, 3.026, 7.151], [1.189, -5.951, -0.595], [0.299, -3.107, 2.905], [-1.138, 0.288, -4.887], [0.406, -3.893, 0.182], [3.327, 1.400, -4.264], [5.384, 1.716, -5.502], [4.704, -0.102, -0.261], [0.487, -4.808, -0.735], [-0.885, -2.131, 3.768], [1.678, -0.854, 3.411], [-4.366, 1.797, 5.948]],
  "forces_ev_per_a": [[1.8, -4.4, -1.9], [-0.7, -0.1, 0.4], [0.8, 0.6, -0.3], [0.1, 1.0, 0.7], [-0.5, -0.1, -1.9], [-0.2, 0.7, 0.3], [-1.5, -0.3, -0.2], [-1.5, 0.5, 1.4], [0.2, -0.3, 0.8], [-0.7, 0.2, 0.3], [0.3, -0.4, -1.9], [0.8, -2.6, -0.2], [-0.6, 1.0, -0.4], [-0.5, 0.9, -0.4], [-0.4, -0.1, 0.1], [2.8, 0.1, -1.1], [1.7, -0.4, -0.2], [-0.3, 0.0, 0.0], [-1.9, 1.0, 1.4], [1.8, 1.1, -0.1], [0.2, 0.2, 0.2], [0.0, 1.2, -0.7], [-0.9, 0.2, -0.9], [-0.7, 0.0, 0.7], [-0.2, -0.1, 0.2], [2.9, -1.2, 0.0], [-0.5, 0.1, -0.4], [-2.9, -1.5, 1.6], [0.3, 0.6, 3.0], [-0.3, -0.1, 0.1], [3.5, -0.2, 1.2], [0.5, 0.9, 1.4], [-0.2, 0.0, -0.3], [-0.1, 0.4, 1.5], [-0.9, -0.2, 1.4], [-0.4, 0.6, -1.0], [-0.5, 0.0, -0.8], [-1.0, -0.1, 0.3], [-0.9, -0.1, -1.0], [-1.6, -1.0, -0.6], [0.2, -0.3, -0.5], [0.3, 0.8, 1.6], [0.2, -0.4, 0.2], [-0.5, 0.4, -1.5], [0.5, -1.2, -0.6], [1.1, -0.4, -0.6], [1.7, 0.3, 0.4], [0.8, 0.2, -1.2], [-0.4, 0.0, 0.3], [-0.4, 0.4, -1.1], [-0.4, -0.4, 0.2], [-0.1, -0.5, 1.1], [3.5, -0.2, -0.9], [0.5, 0.6, -0.9], [-0.7, -0.7, -0.4], [-2.2, 0.3, -0.2], [1.0, -0.3, 0.7], [0.2, 1.3, 0.6], [1.4, -1.2, -0.7], [-0.8, -0.9, 0.7], [-0.8, 0.0, -0.2], [-1.7, -1.3, -1.8], [0.4, -0.3, 0.0], [-0.3, 0.4, -0.1], [-0.2, -0.4, 1.0], [-1.0, 0.6, 0.1], [0.1, 1.7, -0.4], [0.7, 0.3, 1.6], [-0.1, -0.3, -0.2], [-1.2, 2.9, -0.5], [-0.2, -0.1, -0.2], [0.2, -0.2, 0.5], [0.6, 0.4, 0.6]],
  "spin_multiplicity": 3,
  "s_squared": 2.00,
  "total_charge": 2,
  "e_above_lowest_ev": 1.6895
}

Record 2
{
  "formula": "C3H10N3S2",
  "method": "ωB97M-V/def2-TZVPD",
  "elements": ["H", "H", "H", "H", "C", "C", "H", "C", "N", "H", "H", "H", "N", "H", "S", "N", "H", "S"],
  "coordinates": [[3.676, 0.769, -0.212], [-1.301, 0.312, -1.121], [0.950, -1.000, -1.496], [-2.349, 2.594, 1.166], [1.618, 0.119, -0.018], [-2.256, -0.469, 0.793], [0.751, -0.312, 1.788], [-1.537, 0.550, 0.008], [1.363, -0.080, -1.351], [2.122, 0.224, -1.965], [3.257, 0.393, 1.363], [-1.702, -1.386, 0.794], [0.588, -0.089, 0.766], [-2.511, -0.216, 1.830], [-3.700, -0.840, -0.362], [2.862, 0.613, 0.365], [-3.555, -2.140, -0.169], [-1.787, 2.225, -0.096]],
  "forces_ev_per_a": [[-0.6, -0.4, -0.8], [0.1, -0.2, 2.6], [0.2, 0.6, -0.4], [0.7, -0.8, -1.4], [0.2, 0.4, 1.1], [-0.5, 0.0, -0.3], [0.0, 0.9, -1.6], [0.4, 0.4, -2.6], [0.9, 0.5, -0.3], [-0.6, -0.6, 0.0], [-1.8, 0.7, -2.4], [0.4, -0.2, 0.0], [0.3, -0.7, 1.0], [-0.2, 0.3, -0.5], [0.3, 0.6, 0.8], [0.6, -1.0, 3.0], [-0.1, -0.5, -0.1], [-0.3, 0.0, 1.9]],
  "total_charge": 1,
  "e_above_lowest_ev": 2.5779
}

Record 3
{
  "formula": "H8Na4O5",
  "method": "ωB97M-V/def2-TZVPD",
  "elements": ["H", "H", "Na", "Na", "O", "O", "H", "H", "H", "O", "H", "Na", "Na", "H", "H", "O", "O"],
  "coordinates": [[-2.115, -1.400, 1.271], [0.478, 2.114, -0.202], [3.106, 0.771, -0.590], [0.463, 2.391, -3.105], [-1.976, -0.456, 1.203], [0.525, -1.688, 2.140], [0.584, -1.003, 2.806], [-0.565, -2.567, -0.745], [-2.501, -0.083, 1.911], [0.606, 0.706, -1.229], [0.289, -0.034, -0.676], [0.896, -1.288, -2.609], [-1.768, 1.000, -0.726], [0.193, -1.239, 1.363], [1.647, 2.860, 0.406], [-0.559, -2.857, -1.678], [0.695, 2.772, 0.459]],
  "forces_ev_per_a": [[0.0, -0.6, -0.1], [0.3, -0.9, -0.3], [-0.2, -0.3, 0.4], [0.0, 0.0, 0.1], [0.1, 0.8, -0.7], [0.4, -0.2, -0.3], [0.0, 0.1, 0.4], [-0.1, -0.6, -0.3], [-0.2, 0.1, 0.4], [0.1, 0.0, -0.7], [0.3, 0.1, -0.3], [-0.8, -1.4, 0.1], [-0.4, -0.6, 0.5], [-0.2, 0.0, 0.0], [0.2, 0.4, 0.3], [0.9, 2.2, 0.2], [-0.2, 0.7, 0.3]],
  "total_charge": 2,
  "e_above_lowest_ev": 0.0000
}

Record 4
{
  "formula": "C4H12",
  "method": "ωB97M-V/def2-TZVPD",
  "elements": ["C", "H", "H", "H", "H", "H", "H", "C", "H", "H", "C", "H", "H", "H", "C", "H"],
  "coordinates": [[2.904, 0.716, -0.415], [-2.195, -1.623, 0.949], [-2.398, 1.242, 0.125], [2.819, 1.554, 0.274], [-3.055, -1.187, -0.625], [2.702, 1.400, -1.257], [-3.610, -0.732, 0.961], [1.769, -0.302, -0.239], [3.832, 0.192, -0.586], [0.885, 0.179, 0.179], [-1.816, 0.369, 0.352], [-1.100, 0.272, -0.457], [2.107, -1.213, 0.236], [-1.444, 0.522, 1.362], [-2.709, -0.882, 0.356], [1.309, -0.507, -1.216]],
  "forces_ev_per_a": [[-1.5, 1.0, -0.9], [0.3, -0.9, -0.5], [-0.4, 0.5, -0.2], [1.0, -0.7, 1.2], [0.3, -0.3, -0.1], [0.1, -0.9, -0.7], [0.0, 0.3, -0.2], [-0.7, 1.1, -1.2], [0.6, 0.5, 0.4], [0.4, -0.3, 1.0], [-1.1, -0.5, -0.3], [0.5, 0.1, 0.4], [-0.3, -0.1, 0.3], [0.7, 0.0, -0.2], [-0.4, 0.8, 1.1], [0.7, -0.7, -0.1]],
  "smiles": "CC.CC",
  "e_above_lowest_ev": 0.7586
}

Record 5
{
  "formula": "C4H5N3",
  "method": "ωB97M-V/def2-TZVPD",
  "elements": ["H", "N", "H", "C", "H", "N", "C", "C", "N", "H", "H", "C"],
  "coordinates": [[0.641, 1.802, 0.940], [-1.208, 0.984, 0.870], [2.506, 0.489, -0.166], [-2.096, 0.119, 0.332], [0.017, -1.971, -1.045], [-1.695, -0.947, -0.417], [0.585, -0.161, -0.049], [0.069, 0.944, 0.600], [1.949, -0.355, -0.191], [2.208, -0.957, -0.958], [-2.611, 1.146, 0.595], [-0.366, -1.093, -0.511]],
  "forces_ev_per_a": [[0.4, -0.2, 0.0], [1.5, 0.5, 0.6], [-0.1, -0.1, 0.0], [1.4, 1.6, 0.3], [-0.3, 0.1, 0.2], [-0.3, 1.1, 0.4], [-0.2, -0.2, -0.1], [0.7, -0.3, 0.2], [0.2, -0.1, -0.3], [0.1, 0.0, 0.0], [-3.2, -2.6, -1.4], [-0.1, 0.1, 0.1]],
  "smiles": "Nc1cncnc1",
  "e_above_lowest_ev": 3.5612
}

Record 6
{
  "formula": "C5H8O3",
  "method": "ωB97M-V/def2-TZVPD",
  "elements": ["C", "C", "C", "C", "C", "H", "H", "H", "H", "H", "O", "O", "O", "H", "H", "H"],
  "coordinates": [[-0.440, 0.722, 0.494], [-1.966, 0.477, 0.201], [2.675, 0.222, -0.148], [-0.663, -1.348, -0.063], [0.283, -0.588, 0.169], [-0.299, 1.178, 1.412], [-0.551, 2.454, -0.371], [3.220, 0.882, 1.375], [-0.345, -2.383, -0.391], [3.587, -0.966, -0.819], [1.671, -0.851, 0.201], [0.015, 1.718, -0.469], [-1.902, -1.031, -0.301], [-2.382, 1.163, -0.718], [-2.685, 0.992, 1.115], [1.860, 1.094, -0.973]],
  "forces_ev_per_a": [[-0.2, 1.0, -3.0], [-0.8, 1.5, -0.8], [-2.1, -2.0, -0.4], [-0.4, -8.5, -3.3], [4.4, 6.4, 2.6], [0.4, 0.3, 2.2], [-0.8, 1.5, 0.0], [-1.1, -1.5, -4.0], [-1.1, 0.7, 0.4], [-1.8, 4.1, 1.8], [-0.5, 1.4, 0.3], [0.9, -1.2, -0.1], [-3.4, 3.5, 2.0], [1.4, -2.1, 1.9], [1.7, -2.9, -2.1], [3.4, -2.4, 2.6]],
  "e_above_lowest_ev": 11.4737
}